Entry 1:
141
Properties=species:S:1:pos:R:3 method="wB97M-V/def2-TZVPD" smiles="CC(=O)OCCCc1cc2c(c(P(O)Cl)c1I)C(=O)N(P(=O)(O)O)C2=O.COC[C@@H](C)N.COC[C@@H](C)N.COC[C@@H](C)N.COC[C@@H](C)N.COC[C@@H](C)N.COC[C@@H](C)N" molar_mass_g_mol=1070.379 lumo_energy_ev=-2.06 homo_energy_ev=-8.74 homo_lumo_gap_ev=6.685
H 2.14628 -4.87184 0.81842
C 4.59869 -5.91316 0.53514
H -9.47178 -7.32509 -8.77684
H -7.19022 0.64692 -1.75783
H -5.66118 -1.65168 -3.57434
C 3.70623 1.92040 4.04287
O 3.18962 6.80983 5.98309
H -2.40816 -3.24425 -4.36547
H 4.88179 3.60499 5.50275
H 1.40191 -0.32162 -4.36016
H 4.41030 13.10454 8.29215
H -1.86140 -3.48070 -0.97603
H 5.78731 11.71571 5.46052
N 5.16975 8.76007 7.12177
C -4.60001 -3.28633 -4.17678
N 2.15265 -5.87222 1.01999
H -8.83679 -4.56308 -4.20694
O -9.51546 -0.59729 -3.88852
H -11.19712 -0.32683 -2.71943
C -3.20877 -2.69300 -3.85762
H 5.87820 12.96299 7.30476
H -9.26930 -5.91100 -7.75224
H 4.50222 -7.57291 2.90753
C 7.24262 10.04606 7.13227
H -8.02177 -8.38468 -4.90221
H -8.62684 1.28958 -3.77307
H 4.24295 -0.31332 4.53966
H 7.72389 1.28338 2.00345
H 7.79378 0.54312 3.74156
H -10.13866 0.40646 -0.99466
H 6.29951 9.21089 5.42028
N -8.09607 -1.21572 -1.46685
C 7.17136 1.27420 3.04049
H 4.42694 10.64168 5.17988
H -7.56026 -0.08993 -3.97855
H 3.99421 -8.51488 -0.05309
C 5.67208 0.57473 2.90362
C 5.15746 10.95368 5.93525
C 3.98309 3.39443 4.78270
H 9.08437 5.57874 2.45444
C 3.20745 -6.50650 0.21598
H 5.96999 -7.57541 1.87262
H 3.00017 -6.30470 -0.84262
C 0.88937 5.77057 3.36036
Cl -1.58571 1.54736 2.62348
O 0.18275 1.84290 0.09985
C 5.11605 12.39656 7.84856
C 5.34561 -6.98104 2.54664
H 5.94606 -6.70087 3.41673
P 3.28680 6.97833 2.45970
N 2.01929 6.73245 3.69506
C 4.80308 0.69324 4.32754
C -8.45458 0.25650 -3.44774
C -9.47424 -6.98512 -7.73527
H 2.26393 5.81784 0.73078
C -10.81627 -0.05910 -3.70692
H -3.81325 -5.29472 -4.44585
H -1.83748 -4.35525 -2.52014
H 4.39704 -1.60583 -1.67930
C -4.67478 -4.79980 -3.98711
H 5.56998 11.83153 8.66499
C 1.33816 2.87316 2.70669
I 2.11371 -0.35908 2.14030
H 5.47700 1.07702 5.20541
C 7.74334 3.62070 2.66927
H 1.39800 0.09525 -2.02827
H 3.50631 -3.13308 -1.99473
C -2.46185 -3.76088 -1.84612
H -10.09857 -5.61044 -4.88564
C 2.90176 4.57811 4.44017
C 2.40828 1.64484 3.03612
O 3.21418 8.45974 1.89222
H 0.88323 -2.78233 -2.87458
H -9.66236 -7.78648 -5.08519
C 2.86228 -1.85929 -4.50422
H -4.71532 -5.09160 -2.93391
H 5.74148 -0.52339 2.50125
O -2.93090 -2.56959 -2.45895
H -6.41809 -7.96779 -6.87018
C 5.97883 9.70953 6.34378
P -0.17519 2.73996 1.54945
C -9.05881 -5.28756 -4.99557
O -0.38302 6.10398 3.12987
H -10.48383 -7.13414 -7.34015
H 7.90823 9.17671 7.17301
C -8.44756 -7.76806 -6.91973
H -9.37710 1.92831 -1.48958
H 2.22920 -8.41854 -0.06901
C 2.18330 -0.58462 -2.37848
C -9.18371 0.93290 -1.07805
H 7.03117 10.33175 8.16653
H -3.17978 -1.67108 -4.25312
N -5.65481 -2.65206 -3.37277
H -8.80316 1.06314 -0.05890
O 4.38771 11.52322 6.99913
N -7.09744 -7.37659 -7.35017
H -5.35858 -2.69832 -2.39320
C 2.79340 6.15067 4.89126
H 3.09455 0.01811 -2.47398
H 9.96536 4.10884 3.37486
H -3.30525 -4.35274 -1.48523
C 3.57264 -2.24931 -1.35723
H -4.80729 -3.08454 -5.23538
H -6.91628 -6.44326 -6.96872
H 4.73714 9.28620 7.88693
H 5.15694 5.83239 3.22208
O -8.14518 -6.36672 -4.87146
O 7.37906 3.79306 1.36853
H -11.47825 -0.51495 -4.44859
O 7.11726 2.64313 3.58130
H 5.09274 1.19874 2.07221
H 4.62768 -4.89125 0.13964
H 3.09214 -8.31176 1.45885
H 7.79378 10.86380 6.65779
H 3.77130 -1.24995 -4.50356
H 8.55613 5.11669 4.20476
H -8.58954 -8.82973 -7.15854
H 2.44888 -5.91848 1.99956
H -7.35057 -1.69143 -1.97613
C 1.63908 4.31416 3.42831
H 2.57083 -2.01971 -5.54814
H -10.83835 1.02626 -3.84452
H 3.77993 -2.59329 -0.33998
N 0.61398 -2.09882 -3.58855
H -8.91445 -4.78376 -5.95328
H 5.39930 -6.46441 0.02729
H -5.57827 -5.19837 -4.46177
H 4.37482 8.46676 6.55301
O 3.19699 5.89993 1.09442
C 1.73763 -1.16312 -3.74089
O 4.87657 -5.78975 1.93381
C -8.62421 -7.61097 -5.39212
C 3.13269 -8.01996 0.40565
H -0.08980 0.88344 0.22629
O 4.90474 6.79916 3.14582
C 8.94464 4.66576 3.18135
O 2.32955 -1.56425 -1.34520
C -8.16691 0.17743 -1.93101
H -8.94662 -1.68655 -1.78983
H -0.16846 -1.60181 -3.16170
H 3.10890 -2.84088 -4.08985

Entry 2:
140
Properties=species:S:1:pos:R:3 method="wB97M-V/def2-TZVPD" smiles="COC(=O)OC.COC(=O)OC.COC(=O)OC.COCCOCCOC.COCCOCCOC.COCCOCCOC.COCCOCCOC.CC#N.CC#N" molar_mass_g_mol=889.040 lumo_energy_ev=0.25 homo_energy_ev=-8.09 homo_lumo_gap_ev=8.338
O 4.56628 -2.19272 6.01874
O 5.24710 -0.90249 0.44805
H -0.68209 3.70521 7.90048
H -5.27734 -3.92622 -3.60050
C -0.46818 3.92126 -0.32901
H 1.58238 -0.52139 -2.90337
H -1.25071 -2.71724 5.66461
C -5.03766 -4.60006 -4.42618
C -6.07517 3.58132 -2.19758
H 3.81119 4.92807 -0.06373
H 3.18358 -1.19484 4.88734
H 0.98755 -0.64681 1.95658
H 1.11493 -5.07401 -0.42155
H -2.83849 -4.18992 -5.91498
O -1.88174 -3.04227 0.19016
H 3.58819 -2.15025 1.08289
N 1.36486 1.03024 -0.06391
H -3.68208 -2.22848 -1.71628
O -1.63265 -2.33479 -1.94039
H 2.18812 -3.07947 3.93799
C 0.81971 -0.45773 -2.13416
C 2.11960 2.65780 4.68190
C -9.48095 4.71829 -2.61689
H -1.03661 4.45772 6.24334
H -9.96482 4.72025 -1.63575
H -4.54509 -2.14255 -5.67141
H -6.37325 2.53849 -2.38422
C 1.15928 0.39651 -0.99528
H 4.74429 -5.05545 3.19846
O -2.41119 -2.63334 -7.22441
H -7.06262 5.36222 -1.81546
H -0.63197 3.20965 0.48810
C -0.25164 -3.71642 -7.41328
C -3.78241 3.34935 -1.71185
H 5.12749 -4.13145 1.84634
H -2.95494 3.16011 0.14273
H -3.01365 4.87811 -0.34451
C 0.05568 -4.87511 -0.27790
H 2.49975 -2.34255 6.16183
C -0.77741 3.57066 6.82763
O 2.15614 -3.57553 1.50921
C 2.79850 -2.72562 0.58830
C 3.29198 -2.13848 5.43674
C -2.76263 3.86936 -0.67383
C -1.45955 -3.16137 -8.13968
H 0.66834 -1.44923 -1.70802
H 1.53414 -2.70183 -4.88976
O 6.63269 0.56427 -0.49833
O 4.23522 -3.10716 3.40655
H -0.55320 -3.51171 4.24017
O -5.43159 -4.08980 -5.68853
C 2.98333 -4.63872 1.94933
O -1.49814 3.73212 -1.26224
H -3.47125 -4.40138 -7.43656
H -5.87457 3.96114 -3.20628
O 1.90667 -0.77477 4.35798
H -2.93227 -1.01646 -2.84157
C 4.32696 -4.24945 2.57860
C 1.97604 4.84844 2.65930
C 4.07247 1.19536 1.93451
H 7.90422 1.99566 -1.11930
C -7.33711 4.30051 -1.73298
H 2.66921 3.61170 0.30058
H 0.16549 3.49424 4.41398
O 0.27261 -2.74625 -6.51401
H -1.93893 -3.90158 -8.78327
H -5.59196 -5.52712 -4.28592
H 2.84402 5.84990 4.26494
O -0.06389 -1.47182 3.51354
H -9.21481 5.73960 -2.90459
O 0.70942 -2.35522 5.35311
H -3.67417 2.26487 -1.80321
H -0.17227 -4.17947 5.86164
O -8.32976 3.90142 -2.64754
H 0.55384 3.79699 -0.68558
H -10.19880 4.31844 -3.33093
H 5.00162 -0.22911 6.47959
H 3.10060 -5.40674 1.17517
H -3.97899 -4.86029 -4.46600
H -0.47635 3.93827 -4.23217
H 0.58473 -4.09015 -8.01075
C -2.83813 -1.56991 -1.91369
H 4.01685 -1.05499 7.64587
H -1.92273 2.76430 -4.02933
O -5.06318 3.68835 -1.24631
H 2.16390 2.26983 3.65972
H -3.55648 3.89566 -2.63527
O 3.16743 4.81430 1.93364
C -4.66361 -3.06372 -6.25864
H 0.11524 1.77708 5.00059
H 0.00297 -4.50885 0.74540
O 5.15642 1.25990 0.99352
O 0.53948 3.21943 6.39663
N 0.80434 1.22360 -4.55503
H -0.20498 0.46145 2.64409
H 1.23147 5.28898 4.68723
H 6.19219 2.37774 -1.38555
H 6.89253 2.52058 0.23888
C 6.90768 1.94356 -0.68358
H 3.17346 0.93012 1.38125
H -0.59682 -4.62025 -6.89236
C 2.14435 5.01707 4.15684
H 0.08552 -3.73708 -4.71293
H 2.39261 -5.16625 2.70001
H 3.27936 -4.17241 4.86319
H 1.36499 3.95651 2.45049
C 0.00365 -0.58926 2.43165
C -1.05010 3.08357 -4.58689
H 1.29208 5.62007 2.26727
H 2.17531 5.37736 0.32655
H 2.03090 -1.99526 0.30961
H -2.79171 -0.85354 -1.09110
C -1.31649 -3.07203 -0.87361
H 5.70930 -1.47749 7.58324
C -0.40138 -3.28677 5.29282
H -0.52221 -5.80004 -0.32538
H 4.30878 0.31304 2.53491
H -0.65816 -0.86684 1.60930
C 4.86259 -1.20848 6.95567
C 0.61840 2.74553 5.07562
H -0.35872 4.90997 0.14199
C 3.19084 -3.20390 4.35468
H 4.03015 2.10813 2.51580
C 0.87167 -3.39721 -5.39724
H -5.28038 -2.68975 -7.07821
O 2.78706 3.89990 4.73585
H -1.45967 2.74074 6.61798
H 1.36915 -4.29591 -5.77499
C 0.94415 -1.46941 4.41470
H 3.16010 -3.28878 -0.28187
H -1.15664 -2.32686 -8.77211
O -0.47721 -4.02131 -1.27538
C -0.01487 2.02901 -4.56123
C 2.95481 4.63703 0.54015
H 2.54695 1.90375 5.33878
C 5.66148 0.21406 0.38149
H -1.34221 3.22815 -5.62621
H -7.54647 4.18347 -0.66684
C -3.29453 -3.58923 -6.71387
H -0.10673 -0.17954 -2.62453